# 1
The following is a DFT calculation (ωB97M-V with the def2-TZVPD basis set) of a 2-piece molecular cluster, C7H12O overall at a distorted geometry.

F_max   1.4 eV/Å
Structure (SMILES)   C=C/C=C/C(=C)C.O
Frontier orbital gap   0.3531 Ha
Total energy   -9499.0794 eV
Lowest unoccupied orbital energy   0.8 eV
Energy above the lowest of the compared OMol25 structures with the same formula, charge and spin   40.1 kcal per mole
Total charge   0

The geometry in XYZ format:
```
20
Properties=species:S:1:pos:R:3:forces:R:3:lowdin_charge:R:1
O 0.0524 2.3586 2.9093 -0.0024 0.0716 -0.1389 -0.061
C -2.3818 -0.2628 -1.1179 0.3568 -0.1801 0.2477 -0.177
C 1.3410 -0.3104 -0.0192 -0.0764 0.4114 -0.4349 -0.376
C 0.0601 -0.5502 -0.7659 1.0945 -0.2265 0.4595 -0.078
C -2.5736 -1.0328 -2.1803 -0.2875 -0.1066 -0.5124 -0.001
C -1.1082 -0.0707 -0.3820 -1.1268 0.0331 -0.8607 -0.103
C 1.6021 -1.1109 1.2052 -0.6066 -0.5283 0.6741 -0.065
C 2.1919 0.5821 -0.5173 -0.1788 0.2118 0.1639 0.042
H -1.8087 -1.6478 -2.6449 0.1543 0.1621 0.2219 0.054
H -0.0105 2.2164 1.9588 0.0339 -0.1084 -0.0026 0.015
H -1.2548 0.6084 0.4421 0.5436 -0.0789 0.5115 0.095
H 2.5497 -0.9025 1.6713 0.4215 0.2940 0.0466 0.071
H 1.5867 -2.1782 0.9899 0.0154 -0.1621 -0.2346 0.081
H 0.1831 -1.1536 -1.6661 -0.3424 0.0453 0.1291 0.118
H 0.8216 -0.9953 1.9747 0.1142 0.2305 -0.3032 0.089
H -3.2069 0.2824 -0.6761 -0.1844 0.0448 -0.2631 0.090
H -3.5244 -1.0736 -2.7031 -0.0388 0.0419 0.2903 0.052
H 1.9327 1.1126 -1.4180 -0.0193 0.1186 -0.2330 0.060
H 3.1111 0.8906 -0.0396 0.1203 -0.2805 0.1339 0.060
H 0.4365 3.2379 2.9792 0.0087 0.0063 0.1050 0.034
```
Positions in Å, forces in eV/Å.



# 2
The following is a DFT calculation (ωB97M-V with the def2-TZVPD basis set) of a 3-piece molecular cluster, C7H12O overall at a distorted geometry.

F_max   3.1 eV/Å
Frontier orbital gap (spin up / spin down)   0.2625 / 0.2676 Ha
Total energy   -9493.2003 eV
Lowest unoccupied orbital energy (spin up / spin down)   0.8 / 0.8 eV
Energy above the lowest of the compared OMol25 structures with the same formula, charge and spin   175.7 kcal per mole
Total charge   0

The geometry in XYZ format:
```
20
Properties=species:S:1:pos:R:3:forces:R:3:lowdin_charge:R:1
O -3.4640 0.0292 0.5207 -0.0959 -0.0190 0.0908 -0.105
C -0.6541 0.0626 -0.2371 -2.1308 1.1353 0.5892 -0.192
C -0.2114 0.8835 0.5561 2.7480 -1.2662 -0.5873 0.086
C -0.9762 -1.0497 -1.1126 0.0033 -0.1131 -0.0812 -0.055
C 1.7702 -0.1401 0.2613 0.3071 0.3959 0.6374 -0.260
C 2.0159 -1.1317 1.0996 -0.0290 0.1354 0.1082 -0.054
C 2.7435 0.5058 -0.6602 0.0733 0.1368 -0.0092 -0.133
C -2.6127 1.1094 0.3040 -0.6866 -0.3824 -0.5803 -0.157
H -2.6046 1.8424 1.1137 0.3285 -0.1152 0.0306 0.070
H -0.7179 -0.8115 -2.1459 -0.0193 0.0000 0.0458 0.093
H 2.7896 1.5862 -0.4920 -0.0219 -0.0495 -0.0246 0.066
H 0.0215 1.7162 1.1798 -0.2184 0.0032 0.0246 0.083
H -2.0466 -1.2629 -1.0518 0.0625 0.0330 0.0097 0.080
H 3.0241 -1.5317 1.2527 -0.1013 -0.1000 -0.2534 0.049
H -2.8189 1.5535 -0.6642 -0.0718 -0.0212 -0.0035 0.070
H 1.2448 -1.5651 1.7309 -0.0132 0.0983 0.0419 0.041
H 3.7627 0.1072 -0.5393 -0.1375 -0.0235 0.0020 0.070
H -3.2985 -0.3302 1.3995 -0.0108 0.0701 -0.0743 0.091
H -0.4178 -1.9379 -0.8102 0.0160 0.0691 -0.0152 0.089
H 2.4504 0.3647 -1.7051 -0.0021 0.0130 0.0488 0.067
```
Positions in Å, forces in eV/Å.